No. 1
Formula: C22H41BN7PPb
Source: the Open Molecules 2025 dataset
Level of theory: wB97M-V/def2-TZVPD

Kohn-Sham gap (spin up / spin down): 3.6 / 4.8 eV
Total charge: +4
DFT total energy: -49075.8345 eV
Maximum force: 0.0857 hartree/bohr
Highest occupied orbital energy (spin up / spin down): -20.07 / -20.64 eV

Element x y z (Å)
P (3.48691, 0.29566, -1.05760)
H (6.49301, -0.11749, -0.57224)
C (3.97089, 1.34817, 0.42636)
H (6.84971, -1.32347, -1.81781)
H (5.28256, -3.03498, -0.63967)
N (-0.33807, -2.71819, 2.33453)
H (6.27108, 0.26874, -2.29889)
C (3.11995, 1.39547, -2.56474)
H (-2.37263, 2.10831, -2.34132)
H (4.85683, -1.82163, 0.61514)
H (1.37743, 0.15548, -3.02221)
H (4.95089, 1.00479, -3.77120)
H (2.10355, 1.17512, 1.55578)
H (4.88291, -2.68950, -2.90900)
H (5.83538, 2.10967, -0.47152)
C (-3.87207, 0.57942, 2.10035)
N (-1.88437, -0.04875, 1.28871)
C (6.15661, -0.51453, -1.53824)
C (1.80071, -2.15870, 2.25271)
H (4.95179, 1.21277, 2.33098)
H (-2.47537, 2.00054, 1.03601)
C (2.22074, 0.61677, -3.55074)
H (-1.29641, 0.71897, -2.08491)
H (-4.34967, -1.54599, 2.74769)
B (-1.82228, -2.58494, 1.80234)
C (0.33890, -3.60095, 3.15507)
H (-3.02704, -4.72068, 0.41642)
C (4.74755, -1.08543, -1.46671)
H (-0.12067, -4.40699, 3.65384)
N (2.36546, -0.77696, -0.69089)
H (2.67872, -1.63524, 1.89328)
C (-2.49124, -4.06397, -0.25421)
Pb (0.34350, -0.30798, -0.11552)
H (-2.69435, -4.76696, -2.33426)
C (4.63037, -2.18470, -0.39131)
H (4.44018, -1.13107, -3.67079)
C (-2.30659, -4.05562, -1.64466)
C (4.40671, 1.83133, -3.30326)
H (-4.72741, 1.17452, 2.38417)
N (-1.23273, -2.27543, -0.72309)
H (-0.90920, 1.89661, -3.36414)
H (2.49737, -3.69686, 3.69810)
H (2.74796, -0.16273, -4.11580)
C (4.92262, 2.49053, -0.00123)
C (-3.70425, -0.77854, 2.32958)
H (3.26002, -2.02618, -2.67017)
C (1.68190, -3.24197, 3.14122)
N (0.58225, -1.83739, 1.76240)
C (-1.52278, -2.89166, -1.89661)
H (1.81337, 1.32849, -4.28269)
H (5.56051, 0.00186, 1.18005)
H (3.97333, -0.23089, 1.96351)
H (-1.21190, -2.51804, -2.87139)
H (5.10222, 2.39351, -2.67218)
H (3.08371, 2.61101, 1.93183)
H (2.11584, 2.59251, 0.46452)
C (-1.32195, 1.78751, -2.35409)
H (2.92726, 3.40758, -1.60736)
C (-2.71908, 1.00292, 1.41366)
C (4.65876, 0.51036, 1.53146)
H (2.06723, 3.18291, -3.11203)
H (5.23838, 3.02959, 0.90517)
N (-2.49922, -1.14894, 1.84060)
H (1.40335, 2.42863, -1.65221)
N (-1.85824, -2.99570, 0.27728)
C (2.73241, 1.96195, 1.11357)
H (4.13845, 2.51650, -4.12104)
C (4.31569, -1.75390, -2.77685)
H (3.59480, -2.54509, -0.36629)
H (-0.73574, 2.41248, -1.62607)
H (-2.53021, -3.32483, 2.42179)
C (2.33883, 2.67409, -2.17440)
H (4.45953, 3.22719, -0.66818)

Calculated atomic charges, method Löwdin, unit e: 0.996, 0.087, -0.589, 0.145, 0.126, 0.074, 0.090, -0.568, 0.052, 0.069, 0.044, 0.083, 0.033, 0.130, 0.090, 0.160, 0.011, -0.015, -0.024, 0.124, 0.157, -0.070, -0.048, 0.178, -0.418, 0.112, 0.149, -0.532, 0.158, -0.276, 0.088, 0.002, 1.478, 0.125, -0.065, 0.087, 0.053, -0.045, 0.167, -0.064, 0.048, 0.167, 0.083, -0.043, 0.101, 0.084, 0.142, -0.029, -0.057, 0.115, 0.076, 0.057, 0.135, 0.085, 0.126, 0.073, -0.049, 0.084, 0.005, -0.058, 0.122, 0.121, 0.038, 0.040, -0.044, -0.092, 0.125, -0.050, 0.071, 0.022, 0.137, -0.062, 0.074

No. 2
Formula: C22H41Br18NO4
Source: the Open Molecules 2025 dataset
Level of theory: wB97M-V/def2-TZVPD

Kohn-Sham gap: 9.5 eV
Total charge: 0
DFT total energy: -1293918.9032 eV
Maximum force: 0.0962 hartree/bohr
Highest occupied orbital energy: -9.45 eV

Element x y z (Å)
Br (-0.71736, -3.90878, -1.90605)
C (-9.48297, -3.32559, -10.05365)
C (-9.65921, -4.80656, -9.84159)
H (12.26544, 3.71127, -0.23991)
H (-5.93912, -5.16615, -1.55910)
H (-2.66257, -5.41140, -2.11418)
C (-8.64847, -0.70127, -3.49838)
H (-3.27804, -3.43980, -0.52696)
H (-4.44906, 9.01817, 3.83576)
H (1.28662, 7.60439, 4.53593)
Br (2.48588, 2.87979, 3.50031)
H (-5.04107, 7.42945, 4.35941)
C (-2.08822, -5.11922, -1.23587)
O (5.81754, -2.67112, 0.64168)
H (10.62991, -0.74272, 0.80338)
H (1.29429, -1.41015, 0.50477)
C (-6.45288, -4.29539, -1.95884)
Br (4.94477, 0.13238, 3.16534)
H (9.88534, -1.59281, 2.16772)
H (-8.47584, -2.97976, -9.83566)
Br (-8.26129, -2.52054, -5.67383)
C (0.16896, 6.00158, 5.41993)
O (6.58241, -0.94680, 1.84980)
H (-3.84741, 7.01281, 2.28138)
C (6.73928, -2.18734, 1.17034)
C (8.87399, -1.96009, 0.30758)
C (-8.66957, -0.73970, -5.00350)
H (-9.74462, -3.05215, -11.07492)
H (12.18232, 2.09964, -2.28509)
H (-10.70151, -5.11118, -9.79722)
H (-7.64947, -2.62015, -1.24977)
H (-8.23323, -4.22201, -0.76229)
Br (-1.89228, 8.50730, 2.45699)
C (0.60246, -2.56480, 2.21307)
Br (-10.25426, -1.50284, -2.74014)
Br (13.09428, 0.08002, -1.14450)
Br (-2.08934, -4.27172, 1.49983)
C (-2.97586, -4.43955, -0.22787)
C (-3.26981, 7.31890, 3.15246)
H (-3.86424, -5.03852, -0.03248)
C (-4.15101, 8.02195, 4.15193)
H (2.06180, 0.44193, 3.78272)
H (-2.76037, 6.45306, 3.56762)
C (1.20831, 7.08786, 5.49170)
Br (0.28051, 4.80440, 6.95079)
Br (-5.07945, -3.08217, -2.62464)
O (5.83082, -0.09486, 1.04226)
H (13.79404, 2.40081, -1.60563)
Br (0.70681, 8.46551, 6.77337)
C (12.80619, 1.98986, -1.40194)
C (3.98837, 0.78023, 4.74265)
H (-7.89104, -0.09646, -5.41140)
H (-0.84827, 6.38506, 5.39128)
H (-7.79879, -1.22910, -3.07194)
Br (-0.23755, 0.12856, 1.73082)
H (4.56858, 1.60709, 5.14478)
C (2.56609, 1.16176, 4.41823)
Br (10.31315, 2.22000, -0.01754)
O (7.96322, -2.77499, 1.11936)
H (9.07829, -0.11234, 1.57740)
H (1.98766, 1.30149, 5.33113)
H (-0.39254, -1.95449, 0.41547)
C (0.39139, -1.59791, 1.08052)
Br (2.25013, -2.16997, 3.17758)
C (-7.34617, -3.61973, -0.95157)
Br (-8.82600, -5.39210, -8.18180)
C (9.64782, -1.00024, 1.25263)
C (6.68473, 0.65717, 0.30035)
Br (-6.46570, -3.45258, 0.77845)
H (4.00919, -0.05030, 5.44817)
H (2.18970, 6.72419, 5.78472)
H (-8.64932, 0.32768, -3.14128)
H (-1.57447, -5.98970, -0.83601)
H (12.68284, 2.29830, 0.74902)
N (7.27918, 1.01517, -0.58887)
H (0.33993, 5.36618, 4.55092)
Br (-10.69377, -2.29689, -8.92728)
C (12.21055, 2.62550, -0.17364)
H (-9.15351, -5.36846, -10.62563)
H (-0.20301, -2.55439, 2.94177)
Br (-3.25530, 8.21612, 5.86902)
H (-7.02290, -4.58767, -2.84025)
H (-9.62881, -0.45509, -5.42852)
H (9.61607, -2.61470, -0.18977)
H (0.73040, -3.57665, 1.83402)
H (8.28639, -1.45670, -0.48486)

Calculated atomic charges, method Löwdin, unit e: 0.636, -0.692, -0.694, 0.056, 0.048, 0.047, -0.691, -0.008, 0.051, 0.054, 0.587, 0.057, -0.686, 0.225, 0.033, 0.058, -0.656, 0.968, 0.093, 0.052, 0.580, -0.709, -0.198, 0.057, -0.518, -0.168, -0.680, 0.056, 0.051, 0.051, 0.014, 0.063, 0.605, -0.747, 0.615, 0.606, 0.715, -0.740, -0.695, 0.026, -0.690, -0.058, 0.043, -0.689, 0.595, 0.665, -0.220, 0.056, 0.587, -0.694, -0.630, 0.061, -0.003, 0.014, 0.630, 0.050, -0.707, 0.655, 0.021, 0.042, 0.061, -0.009, -0.703, 0.684, -0.687, 0.589, -0.098, -0.248, 0.646, 0.057, 0.051, 0.062, 0.053, 0.052, 0.211, 0.040, 0.593, -0.689, 0.057, 0.022, 0.622, 0.055, 0.052, 0.132, 0.028, 0.117

No. 3
Formula: C22H41N9O2
Source: the Open Molecules 2025 dataset
Level of theory: wB97M-V/def2-TZVPD

Kohn-Sham gap: 8.4 eV
Total charge: 0
DFT total energy: -40982.6695 eV
Maximum force: 0.1569 hartree/bohr
Highest occupied orbital energy: -8.22 eV

Element x y z (Å)
H (-2.06297, 0.51104, -3.67211)
N (2.62384, -4.61181, 2.29388)
O (-2.55381, -1.48600, -1.32379)
H (-4.68736, 0.27161, 2.63794)
H (-0.80010, 3.72547, 4.41376)
C (-3.20783, 1.30858, 1.75774)
H (0.50939, 3.68440, 5.62796)
H (3.36089, -4.04557, 2.68914)
H (-1.15691, -0.98778, -3.29782)
C (1.05073, -3.23507, -4.63015)
C (2.53396, -3.30204, -5.13337)
C (-2.71064, -0.20960, 3.73583)
C (1.92870, 1.64556, 4.77401)
N (0.58613, 2.58377, -4.42714)
H (0.97043, -2.40175, -2.67652)
H (-2.20910, 3.70481, -1.01119)
C (0.97442, -0.14823, -0.90464)
H (-2.25711, 1.03418, 1.30066)
C (-0.08562, 3.08884, 4.93560)
H (-3.97461, 1.63097, 1.05331)
C (-1.70685, 3.63289, -1.97591)
H (-4.56771, -0.08384, -1.77960)
C (2.66523, 2.55559, 5.74997)
H (3.16122, -2.43089, -4.94435)
C (0.53472, -0.98980, 0.17976)
H (-2.47267, 3.05427, -2.49245)
N (2.91340, -3.51366, 0.40175)
H (-1.28594, 5.69855, -2.24445)
C (0.19443, 2.73461, -3.34199)
N (3.26714, 3.12852, 6.47467)
N (3.84094, -5.46337, -4.45782)
C (2.29136, 0.48046, 0.82391)
H (0.57533, -2.31033, -4.95717)
H (-3.49424, 0.93664, -2.87584)
H (3.27336, -2.75573, 0.96394)
H (2.81736, 0.98906, 1.61830)
C (-1.86929, 4.92721, -2.74728)
C (2.09893, 0.56078, -0.59802)
N (-3.69464, 0.25958, -2.15367)
H (1.42754, 0.82806, 5.29231)
H (1.29284, -4.26720, -2.65275)
C (0.95543, 2.46859, 3.97681)
H (-0.42996, 1.96471, -1.48515)
H (-3.02259, 2.17905, 2.38708)
H (-2.31244, 0.70603, 4.17306)
H (-3.61441, -0.65280, 1.68012)
H (1.43735, 3.24781, 3.38633)
H (-0.50225, 2.25454, 5.49992)
H (0.59579, -0.13533, -1.91601)
H (-2.93927, 5.13392, -2.77007)
C (3.27224, -4.48578, -4.73250)
H (-3.28603, -0.82474, 4.42765)
O (1.63807, -5.37313, 0.40899)
H (0.48122, 1.88697, 3.18628)
C (-2.63610, -0.54952, -2.09262)
C (-3.62455, 0.09149, 2.47639)
H (-0.24012, -3.53930, -3.00451)
C (-1.39682, -0.79611, 3.52810)
C (2.38492, -4.58152, 0.97448)
H (2.93601, -3.34565, -0.59393)
N (-0.40805, -1.32761, 3.42776)
H (2.65511, 1.42485, 3.99189)
H (-0.34962, -1.58974, 0.33597)
H (-1.45942, 4.80984, -3.75044)
C (-0.31723, 2.93641, -1.96597)
H (2.71395, 1.28481, -1.11176)
H (0.50966, -3.90042, -5.30295)
N (-1.81437, -0.25717, -3.06536)
H (1.25386, -0.77643, 2.18417)
C (0.83442, -3.39155, -3.11230)
H (2.28296, -5.41589, 2.80119)
H (2.57000, -3.23308, -6.22059)
H (0.34725, 3.56102, -1.36896)
N (1.38989, -0.50668, 1.22041)

Calculated atomic charges, method Löwdin, unit e: 0.106, 0.145, 0.035, 0.108, 0.073, -0.146, 0.063, 0.098, 0.109, -0.237, -0.193, -0.128, -0.169, 0.141, 0.047, 0.107, -0.178, 0.073, -0.094, 0.077, -0.273, 0.123, -0.235, 0.113, -0.048, 0.077, 0.162, 0.076, -0.232, 0.151, 0.140, -0.100, 0.092, 0.083, 0.093, 0.087, -0.111, -0.130, 0.157, 0.118, 0.076, -0.297, 0.080, 0.073, 0.102, 0.109, 0.113, 0.071, 0.062, 0.079, -0.240, 0.123, 0.016, 0.087, -0.757, -0.242, 0.071, -0.221, -0.735, 0.108, 0.174, 0.097, 0.094, 0.071, -0.162, 0.091, 0.103, 0.175, 0.066, -0.086, 0.110, 0.112, 0.121, -0.024